Model one:
Here is an isolated ion of composition C5H11N2 and charge +1 from the OMol25 dataset. Energies are from ωB97M-V/def2-TZVPD.

Each line ends with the Mulliken charge.
Positions of all 18 atoms, in Å:
C1 -0.396 1.269 1.579  -1.02
C2 -0.040 0.659 0.447  0.08
C3 1.684 0.015 0.009  -0.62
C4 1.708 -1.487 0.241  -0.97
C5 -1.153 0.330 -0.479  0.84
N1 -2.083 1.211 -0.802  -0.31
N2 -1.149 -0.903 -1.042  -0.33
H1 0.282 1.798 2.243  0.32
H2 -1.338 1.527 1.720  0.38
H3 1.848 0.234 -1.061  0.28
H4 2.302 0.567 0.530  0.53
H5 2.026 -2.158 -0.578  0.35
H6 0.733 -1.753 0.508  0.45
H7 2.375 -1.795 1.122  0.29
H8 -2.348 1.983 -0.254  0.22
H9 -2.678 0.981 -1.572  0.24
H10 -0.342 -1.397 -0.610  0.01
H11 -1.430 -1.082 -2.000  0.27

Results
LUMO in Ha: -0.1585
E_HOMO in eV: -14.9
SMILES string: C=C(CC)C(N)=[NH2+]
Total charge: +1
Kohn-Sham gap in eV: 10.58



Model two:
Here is an isolated ion of composition C5H11N2 and charge +1 from the OMol25 dataset. Energies are from ωB97M-V/def2-TZVPD.

Each line ends with the Mulliken charge.
Positions of all 18 atoms, in Å:
C1 2.305 -0.755 -0.597  -0.88
C2 1.247 0.012 -0.608  -0.31
C3 0.147 0.174 0.605  0.31
C4 -0.149 1.681 0.645  -1.16
C5 -0.972 -0.613 0.105  0.47
N1 -1.542 -1.596 0.866  -0.33
N2 -1.420 -0.246 -1.157  -0.26
H1 2.953 -0.778 -1.452  0.29
H2 2.732 -1.309 0.321  0.23
H3 0.927 0.296 -1.509  0.29
H4 0.562 -0.317 1.518  0.54
H5 0.126 2.215 -0.259  0.33
H6 0.198 2.128 1.688  0.30
H7 -1.225 1.597 0.809  0.32
H8 -1.000 -1.874 1.677  0.27
H9 -2.421 -1.958 0.536  0.24
H10 -0.962 0.359 -1.700  0.11
H11 -2.354 -0.431 -1.452  0.24

Results
LUMO in Ha: -0.1437
E_HOMO in eV: -14.2
SMILES string: C=C[C@@H](C)C(N)=[NH2+]
Total charge: +1
Kohn-Sham gap in eV: 10.27



Most stable of them? model two.